# 1
Density functional theory data (ωB97M-V with the def2-TZVPD basis set) for a structure of composition C18H23NO3S in a non-equilibrium geometry.

ORCA input file:
```
! wB97M-V def2-TZVPD RIJCOSX def2/J DEFGRID3
* xyz 0 1
C 1.43173 4.11001 1.79399
O 2.20723 2.90032 1.28434
C 1.79583 1.61481 1.93671
C 2.80012 0.63313 1.37875
C 2.58218 -0.70787 1.86862
N 1.19661 -1.09483 1.52956
C -0.04259 -0.75505 2.15894
O 0.03170 -0.40267 3.25967
C -1.04168 -1.59818 1.57898
C -2.48949 -1.37047 1.70988
C -3.17545 -2.23418 1.07977
C -2.07571 -2.91473 0.29573
O -0.87563 -2.50645 0.38956
C -2.39911 -3.96490 -0.77582
H -1.63359 -4.87236 -0.64049
H -3.44808 -4.08207 -0.93592
S -1.76741 -3.35062 -2.66217
C -2.45060 -1.62998 -2.67159
C -1.39998 -0.83780 -2.33794
C -1.61208 0.33095 -1.30437
C -0.47320 1.22925 -1.18823
C 0.48513 1.44668 -1.84139
C 0.66219 0.32922 -2.86437
C -0.34079 -0.51902 -3.07101
H 0.07855 -1.60091 -3.81495
H 1.55370 0.28833 -3.62439
C 1.56557 2.49667 -2.02172
H 1.10184 3.23609 -2.12954
H 1.75535 2.74559 -0.79190
H 2.38690 2.24303 -2.43715
H -0.69777 1.90220 -0.32665
H -2.28254 0.20136 -0.77240
H -3.29892 -1.68129 -1.94151
H -2.72272 -1.59615 -3.78766
H -4.20255 -2.25299 0.72114
H -2.98163 -0.76909 2.65068
H 1.29588 -1.75834 0.64008
H 2.13370 -0.41752 3.19976
H 3.22503 -1.40157 1.89277
H 3.80288 1.01951 1.87755
H 2.58003 0.67565 0.26755
H 1.79246 2.04579 3.18003
H 0.87711 1.67036 1.64588
H 1.95031 5.08871 1.20119
H 1.72156 4.22800 2.97768
H 0.39790 3.88340 1.42234
*
```

The calculation puts the total energy at -1377.68492 Eh. The value obtained for the orbital gap is 7.818 eV.

***

# 2
Density functional theory data (ωB97M-V with the def2-TZVPD basis set) for a structure of composition C18H24BClF4IN3OPtS in a non-equilibrium geometry.

ORCA input file:
```
! wB97M-V def2-TZVPD RIJCOSX def2/J DEFGRID3
* xyz 0 1
Pt 0.23110 -0.16170 0.14960
Cl -1.39480 5.58220 3.57310
C -0.89160 3.97950 3.16550
C -0.93360 2.99470 4.12650
C -0.53340 1.70090 3.82980
I -0.57620 0.19660 5.29000
C -0.02220 1.33440 2.58380
O 0.45080 0.16630 2.34770
C -0.00410 2.37190 1.58220
N 0.42960 2.02910 0.35330
C 0.44820 2.90190 -0.62530
C -0.01150 4.21400 -0.44950
C -0.46660 4.60290 0.78260
C -0.45230 3.69040 1.85730
H -1.29150 3.22480 5.11750
H 0.83980 2.56700 -1.57830
H -0.02660 4.88750 -1.29000
H -0.86010 5.59420 0.94970
C 4.21560 -0.99310 5.62650
C 3.63690 0.38400 5.31330
C 2.99840 0.47710 3.92850
C 4.03790 0.35240 2.81210
N 3.47280 0.43200 1.47850
C 2.91540 -0.55720 0.78400
S 2.47010 -0.24080 -0.85140
N 2.85000 -1.78530 1.29080
C 2.27710 -2.90740 0.57790
C 0.78320 -3.06840 0.86180
C 0.46500 -3.29890 2.33920
C 1.25090 -4.46340 2.93570
H 4.51290 -1.03990 6.67160
H 5.09750 -1.20310 5.02340
H 3.47320 -1.76840 5.44970
H 4.42620 1.13450 5.40080
H 2.86610 0.62000 6.04840
H 2.49410 1.44140 3.83270
H 2.23820 -0.29770 3.82810
H 4.59040 -0.58640 2.90340
H 4.75460 1.17100 2.90160
H 3.50020 1.32360 1.00850
H 2.89630 -1.88530 2.29540
H 2.82200 -3.80470 0.88020
H 2.44180 -2.74310 -0.48960
H 0.40700 -3.89560 0.26040
H 0.25020 -2.13950 0.52750
H -0.60100 -3.50580 2.43070
H 0.65550 -2.38840 2.90960
H 1.11010 -5.36410 2.34230
H 0.91570 -4.66600 3.94930
H 2.31690 -4.24950 2.97880
F -2.05480 0.23200 0.65800
B -2.71730 -0.51450 -0.38510
F -3.19240 0.34650 -1.31300
F -3.63910 -1.33630 0.15460
F -1.62830 -1.27100 -0.95020
*
```

The calculation puts the total energy at -2639.70344 Eh. The value obtained for the orbital gap (alpha / beta) is 5.522 / 5.519 eV.

***

# 3
Density functional theory data (ωB97M-V with the def2-TZVPD basis set) for a structure of composition C18H24BF4MoN2S.

ORCA input file:
```
! wB97M-V def2-TZVPD RIJCOSX def2/J DEFGRID3
* xyz 1 1
Mo -1.37924 -2.42158 2.61495
C -3.10348 4.03673 0.31471
C -2.66291 2.96294 -0.69144
C -3.80362 2.67910 -1.68037
C -1.44997 3.47507 -1.46626
C -2.35833 1.68051 0.06939
C -3.34859 1.06274 0.83297
C -3.06360 -0.08607 1.53587
N -1.85401 -0.66186 1.49404
C -0.88726 -0.09600 0.74961
C -1.10465 1.07044 0.04358
C 0.39763 -0.83210 0.74682
C 1.51104 -0.42088 0.04142
C 2.67310 -1.19123 0.05916
C 2.64198 -2.36340 0.81339
C 1.50691 -2.70747 1.51261
N 0.39716 -1.95790 1.48185
C 3.93260 -0.79748 -0.69891
C 4.27231 -1.91854 -1.69241
C 3.75428 0.51040 -1.46812
C 5.07921 -0.63297 0.30979
H -3.35419 4.95251 -0.22106
H -2.30748 4.26778 1.02434
H -3.98544 3.73275 0.87861
H -4.03361 3.58668 -2.23887
H -4.71607 2.36454 -1.17344
H -3.52637 1.90372 -2.39628
H -1.72169 4.39353 -1.98560
H -1.11467 2.76220 -2.22255
H -0.61122 3.71108 -0.80818
H -4.34560 1.47346 0.89890
H -3.80116 -0.57268 2.16004
H -0.30432 1.50525 -0.53228
H 1.47884 0.49446 -0.52641
H 3.50129 -3.01551 0.87294
H 1.46021 -3.59812 2.12460
H 3.46456 -2.07414 -2.40935
H 4.46856 -2.86565 -1.18949
H 5.17010 -1.64971 -2.24939
H 2.96929 0.43815 -2.22389
H 4.68258 0.74722 -1.98714
H 3.52997 1.34943 -0.80629
H 5.26453 -1.54880 0.87123
H 4.87126 0.16728 1.02181
H 5.99651 -0.38095 -0.22280
S -0.85687 -1.61407 4.41959
F -2.49677 -3.95106 2.60887
B -2.72752 -4.50249 0.38789
F -3.95909 -4.13551 0.13771
F -2.39701 -5.74904 0.59758
F -1.74913 -3.58277 0.26625
*
```

The calculation puts the total energy at -1700.57545 Eh. The value obtained for the orbital gap is 7.232 eV.

***

# 4
Density functional theory data (ωB97M-V with the def2-TZVPD basis set) for an isolated molecule of C18H24BNOS2Si in a non-equilibrium geometry.

ORCA input file:
```
! wB97M-V def2-TZVPD RIJCOSX def2/J DEFGRID3
* xyz 0 1
C 4.59982 0.81096 2.12920
C 4.62308 -0.71424 1.80932
B 5.36845 -1.10971 0.46185
O 6.43336 -1.98515 0.55477
Si 4.89647 -0.50505 -1.38438
C 4.01033 1.18075 -1.47158
C 2.52854 1.07875 -1.97417
C 1.57947 1.13571 -0.77878
S -0.13596 1.41532 -1.27407
C -1.10137 0.61535 -0.02278
S -0.44658 0.34699 1.44347
N -2.40238 0.25569 -0.48122
C -3.45974 1.13018 -0.03432
C -3.40356 1.98901 1.04082
C -4.51159 2.73537 1.36439
C -5.68090 2.65926 0.66826
C -5.73225 1.81830 -0.43494
C -4.63379 1.07857 -0.75960
C -2.71334 -1.15004 -0.32583
C -2.89868 -1.87483 -1.47522
C -3.23537 -3.20599 -1.42700
C -3.40400 -3.83566 -0.22275
C -3.20361 -3.12978 0.94194
C -2.87517 -1.80333 0.87447
H 5.38943 1.33476 1.58282
H 4.63601 1.01102 3.20001
H 3.64664 1.21197 1.76472
H 5.15936 -1.20984 2.63508
H 3.61302 -1.14409 1.81478
H 6.97868 -1.78753 1.32670
H 6.16184 -0.45000 -2.15794
H 4.00431 -1.50479 -2.01621
H 4.59839 1.79932 -2.15912
H 4.02631 1.70906 -0.51287
H 2.37591 1.89286 -2.68998
H 2.46377 0.13530 -2.52173
H 1.59708 0.16673 -0.26711
H 1.95164 1.88706 -0.07779
H -2.49846 2.08035 1.62678
H -4.48838 3.39579 2.22728
H -6.57077 3.22052 0.92968
H -6.62922 1.74454 -1.04034
H -4.69624 0.41681 -1.61977
H -2.77891 -1.38597 -2.43719
H -3.38791 -3.69304 -2.38480
H -3.69415 -4.87985 -0.16133
H -3.30717 -3.61650 1.90432
H -2.75242 -1.27089 1.81219
*
```

The calculation puts the total energy at -1940.99111 Eh. The value obtained for the orbital gap is 8.188 eV.

***

# 5
Density functional theory data (ωB97M-V with the def2-TZVPD basis set) for a structure of composition C18H24ClN3O2 in a non-equilibrium geometry.

ORCA input file:
```
! wB97M-V def2-TZVPD RIJCOSX def2/J DEFGRID3
* xyz 0 1
C -3.48172 3.64795 1.65238
C -2.12253 3.35038 2.09106
C -1.39016 4.25131 2.71124
C -0.00099 3.82863 3.21926
C 0.60533 2.61710 3.00589
C -0.26600 1.49558 2.32990
C -1.49727 1.77028 1.89518
N -2.37917 1.11023 0.98539
C -2.29428 -0.34295 1.25472
H -3.30679 -0.75113 1.20528
C -1.42847 -1.19969 0.34737
N -1.00185 -0.34052 -0.86548
C 0.37285 0.08048 -1.15375
O 0.24141 0.69299 -2.17611
C 1.47241 -0.58882 -0.60116
O 1.59944 -0.70688 0.73535
N 2.38321 -1.29239 -1.18566
C 2.15276 -1.65737 -2.67759
H 1.12972 -0.95376 -3.16863
C 1.93688 -3.20003 -2.92204
C 3.28740 -3.75972 -2.45923
C 3.33214 -3.62868 -0.93695
C 3.36229 -1.96362 -0.79311
H 3.44833 -1.79358 0.33514
H 4.29701 -1.35946 -1.52251
H 4.26044 -3.80864 -0.48301
H 2.70310 -3.77733 -0.22218
H 2.99043 -4.84406 -2.58179
H 4.14555 -3.61415 -2.89700
H 1.88909 -3.32177 -3.93071
H 1.02554 -3.42277 -2.53194
H 3.07927 -1.13070 -3.34705
C -2.25102 0.27151 -1.25040
H -1.80845 0.73107 -2.16582
C -2.68446 1.32269 -0.27376
H -4.03949 1.37214 -0.49018
H -2.28569 2.45205 -0.64512
H -3.03905 -0.71978 -1.27133
H -0.40244 -1.32712 1.01147
H -1.78048 -2.25787 0.09577
H -2.13798 -0.56556 2.59836
H -0.01909 0.30073 2.13130
Cl 2.03132 1.88852 3.58534
H 0.73166 4.43340 3.79788
H -1.58311 5.11048 2.73139
H -4.13617 2.95643 1.72464
H -3.75938 4.49471 2.36854
H -3.38154 4.14971 0.73968
*
```

The calculation puts the total energy at -1474.66182 Eh. The value obtained for the orbital gap is 7.636 eV.

***

# 6
Density functional theory data (ωB97M-V with the def2-TZVPD basis set) for a cluster of 8 separate species, C18H24F5N3O21 in total in a non-equilibrium geometry.

ORCA input file:
```
! wB97M-V def2-TZVPD RIJCOSX def2/J DEFGRID3
* xyz -1 2
C 18.61500 -2.00861 -9.81701
N 19.21783 -2.59732 -8.56475
O 20.07834 -1.93185 -8.01365
O 18.52824 -3.42570 -7.99244
H 17.98844 -1.13558 -9.63447
H 18.09082 -2.79807 -10.35562
H 19.44266 -1.78993 -10.49174
C 18.72832 -7.75414 -9.86501
N 18.04942 -6.53794 -10.46831
O 18.33198 -5.42552 -10.08600
O 17.27113 -6.69774 -11.40083
H 18.92355 -7.51139 -8.82047
H 19.71195 -7.88466 -10.31617
H 18.10190 -8.60782 -10.12370
C 15.23160 0.58986 -13.09116
N 15.85880 0.67094 -11.78284
O 15.75505 -0.33435 -11.03801
O 16.57403 1.65217 -11.57147
H 14.17214 0.47823 -12.86051
H 15.69182 -0.25815 -13.59829
H 15.33267 1.53160 -13.63061
C 20.54715 1.78704 -11.10615
C 20.86343 1.10090 -9.79899
O 21.91216 1.84641 -9.23102
C 21.77591 3.06862 -9.63988
O 22.24960 4.04693 -9.16796
O 20.98426 3.05622 -10.74168
F 21.42438 -0.09226 -9.90943
H 19.53932 1.71524 -11.51509
H 21.17579 1.42039 -11.91762
H 19.94516 0.99957 -9.22054
C 14.73417 -4.20045 -8.35329
C 15.38690 -4.67190 -7.08320
O 14.84443 -5.90164 -6.92610
C 13.84714 -6.16322 -7.73203
O 13.07089 -7.07042 -7.72578
O 13.96671 -5.28471 -8.73182
F 15.30073 -3.84139 -6.03390
H 15.46918 -3.68074 -8.96791
H 14.02533 -3.43140 -8.04635
H 16.41454 -4.81695 -7.41640
C 17.46812 -1.65766 -16.32132
C 18.49171 -2.73412 -16.17998
O 18.75876 -2.65439 -14.74917
C 18.47877 -1.46249 -14.33930
O 18.76808 -0.95836 -13.27336
O 17.83664 -0.83706 -15.26281
F 19.52301 -2.32751 -16.84796
H 16.45308 -2.04977 -16.25759
H 17.50256 -1.21205 -17.31547
H 18.15821 -3.66698 -16.63457
C 20.87036 0.18445 -5.72412
C 20.61053 1.56133 -6.31819
O 20.70880 2.37365 -5.20360
C 21.25436 1.70976 -4.15431
O 21.36082 2.31691 -3.08863
O 21.20422 0.33217 -4.37803
F 19.37378 1.61395 -6.73987
H 21.67334 -0.38231 -6.19542
H 19.92561 -0.34182 -5.86050
H 21.26424 1.84232 -7.14391
C 17.57101 -6.73397 -4.58032
C 18.56899 -6.56393 -5.76954
O 17.99317 -7.42923 -6.71585
C 17.35646 -8.43244 -6.12945
O 16.98019 -9.44658 -6.69667
O 17.13548 -8.04580 -4.73419
F 19.86684 -6.84958 -5.51162
H 16.73374 -6.06540 -4.78054
H 17.96546 -6.47961 -3.59656
H 18.55097 -5.52055 -6.08441
*
```

The calculation puts the total energy at -2943.63135 Eh. The expectation value of S² is 0.75. The value obtained for the orbital gap (alpha / beta) is 2.726 / 6.520 eV.